A molecular structure, C20H59Br2N3O10P2S7. Source: the Open Molecules 2025 dataset; level of theory: ωB97M-V with the def2-TZVPD basis set.

CARTESIAN COORDINATES (ANGSTROEM)
C  3.119  1.001  1.757
C  2.540  0.698  3.110
Br  3.674  -0.564  4.105
C  1.122  0.063  2.783
Br  1.104  -1.899  2.908
C  -0.081  0.662  3.611
O  -0.990  -0.357  4.034
C  -2.167  -0.232  3.254
C  -1.899  -0.724  1.815
N  -2.810  -0.066  0.867
P  -2.036  1.135  0.018
N  -0.543  1.376  0.375
O  -2.279  0.771  -1.508
O  -2.823  2.500  0.283
P  -2.302  -2.532  1.762
N  -1.541  -3.216  0.560
H  2.352  1.472  1.163
H  3.990  1.639  1.812
H  3.343  0.055  1.277
H  2.461  1.570  3.728
H  0.906  0.285  1.750
H  -0.621  1.349  2.972
H  0.269  1.209  4.479
H  -2.914  -0.872  3.704
H  -2.594  0.765  3.291
H  -0.866  -0.676  1.526
H  -3.339  -0.704  0.288
H  0.017  1.218  -0.466
H  -1.593  1.238  -2.028
H  -2.146  3.081  0.668
H  -3.694  -2.635  1.541
H  -1.905  -3.087  2.991
H  -0.923  -3.948  0.884
C  -6.413  3.839  -3.141
S  -4.712  3.384  -3.511
O  -4.379  3.980  -4.830
C  -5.042  1.638  -3.780
H  -6.445  4.913  -2.976
H  -7.056  3.576  -3.981
H  -6.737  3.321  -2.237
H  -5.776  1.522  -4.578
H  -5.408  1.192  -2.855
H  -4.108  1.160  -4.067
C  -1.009  4.880  3.805
S  0.657  4.904  3.128
O  1.219  3.543  3.319
C  1.365  5.951  4.404
H  -1.618  4.235  3.175
H  -0.987  4.485  4.821
H  -1.417  5.890  3.798
H  1.227  5.485  5.380
H  0.884  6.929  4.377
H  2.427  6.061  4.197
C  2.059  1.995  -3.696
S  1.144  0.643  -2.951
O  -0.191  1.188  -2.537
C  2.152  0.515  -1.470
H  1.572  2.271  -4.629
H  2.067  2.851  -3.021
H  3.077  1.669  -3.903
H  2.148  1.470  -0.949
H  3.168  0.233  -1.742
H  1.724  -0.256  -0.831
C  5.922  -3.934  0.108
S  4.257  -3.283  0.236
O  4.332  -1.810  0.000
C  4.089  -3.530  2.007
H  6.247  -3.839  -0.926
H  6.590  -3.364  0.755
H  5.921  -4.986  0.393
H  4.874  -2.987  2.530
H  4.149  -4.596  2.233
H  3.112  -3.136  2.291
C  -6.341  2.115  4.162
S  -6.443  0.418  3.578
O  -5.111  -0.200  3.806
C  -6.533  0.829  1.829
H  -6.230  2.091  5.244
H  -5.476  2.605  3.714
H  -7.257  2.643  3.900
H  -5.653  1.406  1.542
H  -7.443  1.397  1.638
H  -6.561  -0.103  1.268
C  7.140  -9.594  0.390
S  6.026  -8.355  -0.282
O  6.393  -7.056  0.342
C  4.552  -8.946  0.559
H  8.140  -9.382  0.021
H  7.132  -9.543  1.479
H  6.827  -10.582  0.052
H  4.716  -8.938  1.636
H  4.319  -9.954  0.215
H  3.731  -8.277  0.307
C  -0.577  1.527  -7.458
S  1.204  1.647  -7.668
O  1.649  2.880  -6.965
C  1.165  2.020  -9.426
H  -0.780  1.336  -6.406
H  -1.046  2.464  -7.758
H  -0.957  0.702  -8.060
H  0.581  2.924  -9.595
H  0.729  1.178  -9.963
H  2.189  2.175  -9.759

As for the charge: 0. As for the LUMO energy: 0.3 eV. For the total energy, the calculation gives -281145.978 eV.